C17H19N3O5S2 | ωB97M-V/def2-TZVPD

Properties
Net charge: 0
E: -54316.21272 eV
SMILES: CCOC(=O)Cc1csc(NC(=S)NC(=O)c2cc(OC)cc(OC)c2)n1
Energy relative to the best compared isomer or geometry (same formula, charge and spin): 0.0 kcal per mole

Each line ends with the Löwdin charge.
Positions of all 46 atoms, in Å:
C -4.10 -0.49 2.70  -0.056
C -3.25 -0.60 1.44  -0.204
H -2.75 -1.57 1.38  0.129
H -3.86 -0.44 0.55  0.119
O -2.19 0.36 1.44  -0.020
C -2.49 1.60 1.05  -0.506
O -3.59 1.98 0.74  0.109
C -1.25 2.49 1.04  -0.008
C -0.21 2.03 2.00  -0.379
C -0.06 2.43 3.28  -0.345
S 1.26 1.60 4.04  1.059
C 1.52 0.75 2.53  -0.582
N 0.69 1.09 1.59  0.079
N 2.51 -0.17 2.42  0.018
C 2.77 -1.01 1.34  -0.819
S 3.99 -2.09 1.51  0.715
N 1.97 -0.83 0.27  0.110
C 1.92 -1.57 -0.91  -0.407
O 2.69 -2.45 -1.19  0.088
C 0.82 -1.11 -1.81  -0.116
C -0.34 -0.52 -1.32  0.043
C -1.32 -0.09 -2.21  -0.244
C -1.16 -0.26 -3.58  0.054
C 0.00 -0.88 -4.06  -0.253
C 0.98 -1.30 -3.17  0.061
H 1.88 -1.77 -3.55  0.132
O 0.25 -1.10 -5.38  -0.070
C -0.71 -0.72 -6.33  -0.084
H -0.88 0.36 -6.33  0.096
H -0.29 -1.01 -7.30  0.095
H -1.66 -1.25 -6.18  0.097
H -1.92 0.07 -4.26  0.096
O -2.40 0.49 -1.63  -0.101
C -3.43 1.02 -2.43  -0.068
H -3.95 0.23 -2.99  0.100
H -3.05 1.77 -3.12  0.100
H -4.12 1.49 -1.74  0.087
H -0.54 -0.40 -0.27  0.103
H 1.28 -0.07 0.38  0.083
H 3.11 -0.32 3.22  0.113
H -0.63 3.15 3.83  0.073
H -0.85 2.45 0.02  0.135
H -1.57 3.51 1.26  0.134
H -4.60 0.48 2.73  0.075
H -3.48 -0.60 3.58  0.079
H -4.85 -1.27 2.69  0.079